1.
108
Properties=species:S:1:pos:R:3:forces:R:3:lowdin_charge:R:1 method="wB97M-V/def2-TZVPD" homo_energy_ev=-10.57 gap_ev=11.099 relative_energy_kcal_mol=0.0 smiles="CCOC(=O)C(F)(F)F.CCOC(=O)C(F)(F)F.CCOC(=O)C(F)(F)F.CCOC(=O)C(F)(F)F.CCOC(=O)C(F)(F)F.CCOC(=O)C(F)(F)F.COC(=O)OC.COC(=O)OC" fmax_ev_per_a=2.34 e_tot_ev=-117562.0496
C -25.953160 9.021235 -3.536014 0.414 -0.488 0.207 -0.062
C -24.425262 8.932160 -3.445577 -1.424 0.142 -1.538 -0.212
O -24.011285 8.739604 -2.105216 0.153 -0.152 0.819 0.047
C -22.967821 9.410917 -1.646797 -0.073 0.901 -0.757 -0.392
O -22.388511 10.281739 -2.225227 0.164 0.068 0.002 0.173
C -22.496290 9.002007 -0.250854 -0.089 -1.107 0.181 -0.525
F -22.549648 10.015782 0.612632 0.126 -0.137 -0.238 0.174
F -23.226843 7.982504 0.251781 0.355 0.453 -0.076 0.150
F -21.223968 8.577641 -0.381932 -0.432 0.260 0.370 0.162
H -26.215864 8.897544 -4.587113 -0.081 -0.021 0.014 0.079
H -26.350689 9.979283 -3.207326 0.094 -0.017 0.188 0.077
H -26.393935 8.203681 -2.964960 -0.201 0.110 -0.029 0.078
H -24.079227 9.815656 -3.981620 0.814 0.069 0.731 0.124
H -24.110264 8.059954 -4.017539 0.209 -0.059 0.145 0.128
C -18.197112 17.980113 -1.418377 0.425 0.543 -0.135 -0.056
C -18.205055 19.005768 -0.279277 -1.269 -0.741 -0.330 -0.193
O -17.038767 19.812987 -0.353132 0.911 0.099 0.005 0.029
C -16.095673 19.717552 0.578559 -1.188 0.384 -0.329 -0.390
O -16.168249 19.068632 1.569384 0.541 -0.460 0.549 0.179
C -14.942601 20.689738 0.266200 -0.036 0.349 0.618 -0.550
F -13.810070 20.005481 0.120156 0.137 -0.004 -0.343 0.175
F -15.182984 21.444372 -0.800312 0.268 -0.225 -0.286 0.174
F -14.776937 21.529909 1.299822 -0.047 -0.163 0.068 0.162
H -17.601268 17.100505 -1.174563 -0.090 -0.035 0.209 0.062
H -17.707016 18.408310 -2.294008 -0.292 0.144 -0.104 0.075
H -19.203182 17.669519 -1.691666 -0.003 -0.039 0.058 0.092
H -18.388558 18.469714 0.653861 0.729 0.351 0.287 0.114
H -19.016955 19.731812 -0.342985 -0.072 -0.176 -0.380 0.130
C -13.970753 16.479881 -4.825032 -0.434 -1.109 -0.593 -0.059
C -15.472195 16.787550 -4.758807 1.619 0.293 0.224 -0.200
O -16.054168 15.572532 -4.281925 -0.951 -0.199 0.630 0.015
C -17.388632 15.603286 -4.116776 1.249 -0.006 -0.599 -0.384
O -18.088870 16.498222 -4.467010 -0.604 0.322 0.258 0.168
C -17.911432 14.277045 -3.536279 -0.200 -0.092 -0.437 -0.546
F -18.839595 13.804534 -4.383285 0.058 -0.072 0.088 0.167
F -16.937486 13.383871 -3.435851 -0.248 0.002 0.136 0.174
F -18.506323 14.466716 -2.355944 0.255 0.005 0.040 0.168
H -13.351014 17.199197 -5.354407 -0.241 0.310 0.164 0.077
H -13.911560 15.543515 -5.389640 0.252 0.075 -0.088 0.079
H -13.550256 16.233949 -3.851783 -0.085 0.347 0.133 0.079
H -15.874287 17.031233 -5.739505 -0.136 0.166 0.114 0.130
H -15.609726 17.586234 -4.028528 -0.576 0.045 -0.196 0.123
C -14.588102 11.425110 1.318464 -0.546 -0.241 -0.577 -0.054
C -16.110715 11.290891 1.448534 1.144 0.162 0.457 -0.189
O -16.694343 10.600121 0.336959 -0.270 -0.745 0.050 0.051
C -16.909139 11.316392 -0.746593 0.006 0.498 0.816 -0.395
O -16.603260 12.464164 -0.879758 0.013 0.275 -0.362 0.150
C -17.681971 10.544305 -1.823100 0.440 -0.715 -0.435 -0.541
F -16.950975 10.469892 -2.952213 -0.023 0.251 0.127 0.154
F -17.926794 9.283335 -1.455645 -0.274 0.126 0.076 0.166
F -18.822471 11.156618 -2.107974 -0.124 0.047 0.073 0.187
H -14.319188 11.962357 0.409228 0.043 0.570 0.358 0.073
H -14.082724 10.465893 1.190364 -0.295 -0.216 0.350 0.078
H -14.257706 11.877082 2.252071 0.365 0.270 -0.257 0.081
H -16.606877 12.249527 1.577956 0.024 0.056 -0.149 0.105
H -16.268276 10.711122 2.355231 -0.584 -0.334 -0.289 0.123
C -25.463365 12.353282 5.247158 0.493 0.133 1.374 -0.028
C -24.989835 11.854689 6.618353 -0.051 1.189 -0.334 -0.181
O -24.525686 10.501424 6.485106 -0.030 -0.217 0.505 0.055
C -23.230580 10.354026 6.288731 -0.154 -0.271 -0.879 -0.379
O -22.384436 11.197054 6.250262 0.075 0.327 0.187 0.134
C -22.855104 8.909037 5.894607 0.111 0.222 0.185 -0.562
F -23.831452 8.042700 6.113766 -0.187 -0.280 0.092 0.183
F -22.539416 8.880069 4.600889 -0.114 0.070 -0.308 0.181
F -21.773962 8.542351 6.573642 0.148 -0.218 0.312 0.177
H -24.580792 12.562816 4.646855 -0.245 -0.251 -0.451 0.065
H -25.957906 13.307633 5.434370 -0.174 -0.037 -0.260 0.078
H -26.157933 11.612999 4.860918 0.053 0.166 -0.450 0.087
H -25.792333 11.936290 7.348668 -0.060 -0.770 0.008 0.127
H -24.184871 12.477529 7.013165 0.078 -0.081 -0.155 0.112
C -21.297889 11.941440 9.238514 -0.089 -0.143 -0.142 -0.046
C -20.318743 10.814003 9.069067 0.712 -0.795 0.859 -0.198
O -19.802575 10.644274 7.740984 -0.303 -0.256 -0.661 0.018
C -18.928848 11.537025 7.304967 -0.865 -0.201 0.997 -0.394
O -18.460198 12.392634 7.993823 0.560 0.499 -0.519 0.167
C -18.673934 11.347652 5.795014 0.683 0.560 -0.155 -0.513
F -19.248643 10.249193 5.337243 0.168 0.046 -0.243 0.192
F -19.144417 12.413286 5.108426 0.309 -0.303 0.616 0.135
F -17.350392 11.316315 5.555458 -0.351 -0.314 0.109 0.163
H -20.841021 12.927950 9.218440 0.044 -0.034 0.023 0.078
H -21.781070 11.771942 10.201172 -0.075 0.242 0.019 0.088
H -22.048640 11.868383 8.449817 0.006 0.162 0.147 0.060
H -20.781112 9.861104 9.329336 -0.258 -0.013 -0.525 0.125
H -19.470241 10.831424 9.757768 0.037 0.586 -0.056 0.129
C -25.329544 16.610422 5.534153 -0.079 1.119 -0.454 -0.051
O -24.351790 16.060298 6.404259 0.111 -0.304 0.471 0.006
C -23.363136 15.377954 5.826641 -0.555 -0.714 -2.092 -0.623
O -23.361861 15.046466 4.656053 0.075 0.283 0.547 0.112
O -22.450848 15.064748 6.697196 0.429 0.587 2.222 0.033
C -21.310380 14.323410 6.314481 0.608 -0.320 -1.913 -0.030
H -26.113105 17.012006 6.170864 0.015 -0.157 0.084 0.094
H -25.757129 15.970958 4.764832 0.257 -0.584 0.333 0.090
H -24.879312 17.448550 4.995862 -0.014 -0.004 0.025 0.100
H -20.528314 14.259321 7.065444 -0.710 0.070 0.735 0.094
H -20.792695 14.810604 5.481977 -0.339 0.087 -0.157 0.107
H -21.633250 13.347741 5.951956 0.195 0.008 0.332 0.061
C -18.162048 15.226880 1.173138 1.289 0.856 -0.681 -0.037
O -19.398827 15.071992 1.829588 -0.298 0.379 -0.077 0.032
C -19.746859 13.837113 2.165846 0.419 -0.664 -0.417 -0.613
O -19.098104 12.848683 1.927415 0.098 -0.142 0.188 0.124
O -20.923719 13.872276 2.754887 0.038 0.553 0.680 0.030
C -21.390134 12.668748 3.349080 -1.187 -0.955 -0.829 -0.045
H -18.184150 16.134361 0.569776 -0.585 0.044 0.173 0.058
H -17.863733 14.451628 0.468784 -0.383 -0.465 0.367 0.081
H -17.348253 15.425384 1.874556 -0.131 -0.432 0.264 0.108
H -22.431792 12.872097 3.591228 0.154 0.169 0.276 0.079
H -20.846079 12.302564 4.216261 -0.121 0.471 -0.429 0.059
H -21.424362 11.881460 2.591985 0.280 -0.043 0.038 0.099


2.
77
Properties=species:S:1:pos:R:3:forces:R:3:lowdin_charge:R:1 method="wB97M-V/def2-TZVPD" s2=8.77 spin_multiplicity=6 homo_energy_ev="-10.66 / -10.91" gap_ev="7.554 / 6.230" relative_energy_kcal_mol=7.3 fmax_ev_per_a=0.24 e_tot_ev=-53547.2306 total_charge=+1
Ru 0.447725 0.138363 -0.148720 0.089 0.133 -0.026 1.321
C -1.087491 -1.923990 -0.317449 0.018 -0.126 0.013 -0.038
C -2.231623 -1.093291 -0.328818 -0.079 0.187 0.127 -0.096
C -2.148385 -0.259657 0.852524 -0.052 -0.080 -0.059 -0.095
C -0.955972 -0.642046 1.541504 -0.007 -0.152 -0.054 -0.158
C -0.313246 -1.720556 0.856576 -0.004 0.046 0.044 -0.337
C 0.705783 -2.685306 1.434808 0.017 0.029 0.013 -0.566
C -0.082264 -3.824705 2.098111 0.005 -0.028 0.028 -0.025
C 1.602938 -3.268165 0.340218 -0.014 -0.001 -0.016 -0.036
C 1.567380 -1.988745 2.489494 0.023 -0.015 -0.014 -0.058
C -3.081750 0.798885 1.443647 0.063 0.011 -0.018 -0.523
C -4.498842 0.250801 1.668073 -0.020 -0.030 0.019 -0.035
C -3.109418 2.060498 0.568012 -0.003 -0.004 -0.047 -0.035
C -2.587385 1.235879 2.831650 0.014 0.018 -0.029 -0.069
C -3.339932 -1.353795 -1.352467 0.014 -0.015 -0.004 -0.513
C -4.326557 -2.350742 -0.708447 0.006 -0.005 -0.016 -0.023
C -4.110329 -0.120873 -1.836702 0.004 -0.019 0.011 -0.039
C -2.769607 -2.060229 -2.595425 0.000 -0.002 0.001 -0.050
H -0.844826 -2.647537 -1.078458 -0.016 -0.014 0.001 0.116
H -0.689393 -0.307294 2.528595 -0.018 0.003 0.018 0.069
H -0.669230 -4.372771 1.359513 -0.006 0.005 0.003 0.092
H -0.763316 -3.440509 2.859770 0.007 0.004 -0.006 0.095
H 0.603163 -4.526808 2.576842 -0.003 0.006 -0.010 0.094
H 1.019432 -3.777704 -0.427784 0.005 -0.015 0.010 0.086
H 2.285476 -4.000447 0.773946 -0.008 -0.002 -0.004 0.096
H 2.202636 -2.497003 -0.148266 -0.004 0.027 0.014 0.063
H 0.976197 -1.661315 3.347163 -0.005 -0.005 -0.006 0.088
H 2.079408 -1.116322 2.073078 0.005 -0.008 0.004 0.016
H 2.332110 -2.673527 2.858657 -0.016 -0.003 0.015 0.099
H -5.038565 0.036940 0.752995 0.005 -0.011 -0.027 0.055
H -5.075950 0.996038 2.218076 -0.005 -0.008 -0.008 0.094
H -4.472767 -0.659300 2.270597 0.008 -0.001 -0.008 0.099
H -3.338719 1.849991 -0.473634 -0.001 0.021 0.057 0.059
H -2.138817 2.558544 0.604145 0.021 0.021 -0.009 0.034
H -3.858561 2.758427 0.947178 0.011 0.003 0.006 0.098
H -2.566105 0.403412 3.537768 -0.010 0.008 -0.002 0.096
H -3.273541 1.985646 3.226512 0.003 -0.002 0.000 0.096
H -1.598151 1.692789 2.789479 0.011 -0.012 -0.001 0.026
H -4.807354 -1.951455 0.179938 -0.013 0.022 0.032 0.066
H -3.809493 -3.270476 -0.429055 0.000 0.006 0.002 0.093
H -5.103960 -2.607130 -1.431249 0.008 0.005 0.006 0.097
H -4.683508 0.363406 -1.053149 -0.012 -0.022 -0.009 0.060
H -4.815705 -0.430013 -2.609088 0.000 -0.004 0.007 0.096
H -3.454907 0.630617 -2.274114 0.036 -0.012 -0.049 0.063
H -2.419329 -3.066286 -2.362449 -0.004 0.007 -0.014 0.083
H -1.952141 -1.507710 -3.056685 0.026 0.023 0.004 0.069
H -3.563067 -2.166609 -3.335650 -0.001 -0.001 0.008 0.095
C 3.886311 0.037297 -0.056449 -0.034 -0.038 -0.053 -0.182
N 2.616908 0.048004 -0.784646 -0.038 0.008 0.095 -0.099
C 2.679487 0.009950 -2.080624 0.010 0.039 -0.077 -0.119
C 1.533179 0.193464 -2.881376 0.075 -0.054 0.067 -0.353
C 1.405011 0.333648 -4.259839 -0.061 0.020 -0.040 -0.018
C 0.060970 0.638483 -4.496117 0.046 0.009 -0.039 -0.063
C -0.566732 0.655785 -3.255344 0.002 -0.087 0.057 -0.177
N 0.307618 0.380353 -2.266182 -0.076 0.091 -0.082 -0.126
C 4.411653 1.432678 0.217162 -0.022 0.069 -0.147 -0.245
C 5.001083 1.741105 1.437298 -0.024 -0.070 0.053 -0.080
C 5.540944 2.998502 1.668310 0.006 0.016 -0.004 -0.072
C 5.504621 3.964884 0.671937 0.006 0.009 -0.005 -0.083
C 4.921950 3.666324 -0.552894 0.012 -0.005 0.000 -0.083
C 4.374836 2.409897 -0.775724 0.048 0.010 0.036 -0.073
H 4.630847 -0.507743 -0.647266 -0.001 -0.033 0.015 0.132
H 3.764968 -0.510045 0.877625 -0.007 0.054 0.049 0.093
H 3.641443 -0.123934 -2.577349 0.002 -0.007 0.010 0.147
H 2.197879 0.237393 -4.985046 -0.015 0.001 0.000 0.114
H -0.411618 0.830130 -5.445361 0.021 -0.002 -0.001 0.103
H -1.603326 0.855586 -3.045987 -0.034 0.005 0.048 0.088
H 5.032977 0.989418 2.218446 0.012 0.015 -0.003 0.114
H 5.995400 3.222789 2.624352 -0.001 -0.009 0.001 0.111
H 5.934381 4.942604 0.846136 -0.007 -0.006 0.002 0.110
H 4.894967 4.410790 -1.338584 -0.001 -0.007 0.011 0.113
H 3.920051 2.201124 -1.735830 -0.005 0.002 -0.001 0.099
I 0.702329 3.389532 -0.663251 0.017 0.005 0.050 0.870
C 1.747402 3.625117 1.165126 -0.056 -0.046 0.007 -1.073
I 1.469134 1.946424 2.433113 0.002 -0.014 -0.068 0.921
H 1.356838 4.492920 1.680321 0.030 0.020 0.002 -0.026
H 2.806438 3.699639 0.946820 -0.004 0.017 0.010 -0.066